# 1
{"formula": "C4H7NO2", "method": "the ωB97M-V functional and the def2-TZVPD basis", "charge": 0, "smiles": "C[C@@]1(O)COC=N1", "homo_lumo_gap_ev": 11.135, "e_above_lowest_kcal_mol": 45.4, "elements": ["C", "C", "C", "C", "N", "O", "O", "H", "H", "H", "H", "H", "H", "H"], "xyz": [[-0.386, -1.691, 0.819], [1.066, -0.035, 0.743], [0.135, 0.114, -0.428], [-0.915, 1.247, -0.328], [-0.567, -1.260, -0.351], [0.459, -0.947, 1.639], [0.898, 0.261, -1.635], [-0.660, -2.593, 1.197], [2.016, -0.216, 0.325], [1.130, 0.903, 1.209], [-1.910, 0.922, -0.746], [-0.539, 2.086, -0.906], [-1.195, 1.425, 0.703], [0.468, -0.216, -2.241]], "lowdin_charge": [-0.166, -0.132, -0.498, -0.002, 0.154, -0.017, 0.042, 0.103, 0.123, 0.116, 0.096, 0.082, 0.078, 0.022]}

***

# 2
{"formula": "C4H7NO2", "method": "the ωB97M-V functional and the def2-TZVPD basis", "charge": 0, "homo_lumo_gap_ev": 9.255, "e_above_lowest_kcal_mol": 155.9, "elements": ["C", "C", "C", "C", "N", "O", "O", "H", "H", "H", "H", "H", "H", "H"], "xyz": [[0.915, 0.531, 0.044], [0.236, -0.558, 0.191], [0.659, 2.026, -0.226], [0.254, -1.967, 0.255], [-1.813, -0.107, 0.030], [-2.350, -1.047, -0.533], [-2.204, 0.957, 0.409], [2.042, 0.197, -0.017], [1.216, 2.567, 0.393], [-0.458, 2.184, -0.109], [0.896, 2.348, -1.203], [0.226, -2.171, 1.379], [1.126, -2.461, -0.403], [-0.746, -2.499, -0.210]], "lowdin_charge": [-0.118, -0.136, -0.052, -0.121, -0.303, -0.003, 0.035, 0.154, 0.018, 0.082, 0.063, 0.108, 0.136, 0.135]}

***

# 3
{"formula": "C4H7NO2", "method": "the ωB97M-V functional and the def2-TZVPD basis", "charge": 0, "smiles": "O[C@@H]1CN=COC1", "homo_lumo_gap_ev": 10.757, "e_above_lowest_kcal_mol": 34.0, "elements": ["O", "C", "C", "O", "C", "N", "C", "H", "H", "H", "H", "H", "H", "H"], "xyz": [[-1.088, -0.527, 1.433], [-0.986, 0.010, 0.129], [-0.205, 1.320, 0.109], [1.226, 1.121, 0.064], [1.694, -0.141, 0.051], [1.087, -1.194, -0.312], [-0.265, -0.953, -0.811], [-0.291, -1.053, 1.591], [-2.012, 0.197, -0.208], [-0.479, 1.921, -0.764], [-0.399, 1.894, 1.018], [2.724, -0.180, 0.403], [-0.208, -0.510, -1.815], [-0.798, -1.904, -0.887]], "lowdin_charge": [-0.020, -0.363, -0.109, -0.036, -0.243, 0.055, -0.167, 0.090, 0.150, 0.130, 0.132, 0.134, 0.129, 0.117]}

***

| no. | F_max (eV/Å) |
| --- | --- |
| 1 | 5.55 |
| 2 | 5.71 |
| 3 | 0.40 |